Entry 1:
ORCA calculation (ωB97M-V/def2-TZVPD) on a structure of composition C33H47BrN6O5S2Y.

Structure (XYZ):
```
95
Properties=species:S:1:pos:R:3
C 1.1556 -3.3484 -1.3833
H -6.4374 1.4274 4.1152
C 2.2176 2.1654 4.2282
H 1.9250 -2.7140 1.8492
N -4.6710 -0.4796 -1.6638
H -0.0881 1.7722 -2.2187
H 5.7826 -7.7014 3.1842
S -2.9099 0.5960 -0.0076
H -6.3898 -0.5780 0.1561
C 2.1377 -5.2802 -0.3693
H -7.6809 0.4206 2.0255
H -6.5944 4.1765 2.7818
C 4.2659 2.8253 5.4169
H 5.4922 3.2921 -3.7617
H 5.0343 1.1963 -1.0623
H -3.2568 -3.5763 0.8403
H -4.6346 0.6883 2.1303
Br 5.4867 2.1108 1.5679
C 2.7903 2.0847 -2.2694
H -5.8160 3.5977 4.2862
H 0.6301 -2.8362 -2.1724
H 7.2507 -5.4604 0.0017
H -5.0476 3.3184 2.7214
H 4.1969 4.3487 -3.1898
C -4.4834 1.1554 -3.5451
H -3.9941 2.9018 -4.5013
C 3.0528 1.6942 3.2046
C 5.6561 -7.2493 2.1758
H 3.5269 -7.9525 2.0698
C 4.4250 2.0661 3.1504
H -2.8847 0.2905 -2.3289
C 4.1312 -6.7521 0.3811
N -5.4265 -0.2543 0.5441
H -5.5702 1.2251 -3.3665
C 2.8280 2.6338 5.4320
O 1.3119 1.0700 1.6464
C -6.8292 1.1585 2.0404
C 0.5367 1.9224 -3.1068
C 2.0033 -3.2549 0.8771
H 4.7380 3.0717 6.3888
H -0.0691 2.4086 -3.8955
C -3.8868 -0.0135 -2.7721
H 0.8040 0.9522 -3.5618
H 6.1283 1.9669 -2.3081
C 6.3965 -6.0205 0.4333
H 5.0871 -5.3885 -1.0296
C 4.4345 3.3409 -3.5613
H 3.8604 3.1897 -4.5069
H -4.5091 0.8544 -4.6441
O -0.6088 -0.7833 0.0316
N 6.6498 -6.7203 1.5293
C 2.2756 -4.6042 0.8274
C 1.6824 -4.6039 -1.5446
H -1.5968 -3.0304 1.5114
C -2.5916 -2.7209 1.0197
N 4.0642 2.3522 -2.5476
H -7.8633 2.3115 3.5751
N 1.5410 -2.6439 -0.2451
C -1.7657 -0.9326 -0.1772
H -5.6215 -0.7464 -1.9430
H -2.8903 2.5664 -3.1095
H 5.0898 0.4789 -2.6865
C 2.5267 0.8467 2.0395
C 1.5760 4.2048 -2.7893
H -6.8637 1.8045 1.1326
H 1.6936 -5.1226 -2.4702
C -6.8578 2.0098 3.3021
C 5.0704 2.5894 4.2503
H -5.8301 3.6377 -3.1017
Y 1.6759 -0.3338 -0.0931
H -3.0700 -2.1008 1.7737
C -6.0309 3.3190 3.2390
H 1.1840 4.5411 -3.7750
H 2.2924 2.9232 6.3378
C -4.4692 -0.0807 -0.3961
C -4.8519 3.4937 -2.5989
H 6.1513 2.8616 4.2446
C -3.9414 2.5808 -3.4383
C -5.5959 0.2640 1.9123
O 2.4766 1.0495 -1.5698
H 2.6156 -5.1231 1.7309
H -5.1057 2.9827 -1.6578
H -3.6881 -0.8831 -3.4487
S 2.6674 -6.9490 -0.5122
C 5.1957 -6.0740 -0.1894
H -5.5973 -0.6932 2.5093
O 3.2341 -0.0787 1.4997
H -4.4800 4.5666 -2.4645
N 1.7893 2.7477 -2.9056
O -2.2478 -2.1947 -0.2663
C 4.3729 -7.4182 1.6342
H 2.5378 4.6384 -2.4846
H 0.7798 4.4361 -2.0273
H 1.2001 2.1202 4.0579
C 5.1190 1.4483 -2.1384
```

gap between HOMO and LUMO (alpha / beta) = 0.1585 / 0.2037 Ha
net charge = +1
2S+1 = 1
HOMO (alpha / beta) = -6.512 / -7.767 eV
max |F| = 4.18 eV/Å

Charge distribution, Löwdin scheme, values in e: number 1, C, carries -0.17; number 2, H, carries 0.10; number 3, C, carries 0.00; number 4, H, carries 0.11; number 5, N, carries -0.02; number 6, H, carries 0.08; number 7, H, carries 0.12; number 8, S, carries 0.99; number 9, H, carries 0.18; number 10, C, carries -0.56; number 11, H, carries 0.13; number 12, H, carries 0.08; number 13, C, carries -0.04; number 14, H, carries 0.09; number 15, H, carries 0.03; number 16, H, carries 0.10; number 17, H, carries 0.08; number 18, Br, carries 0.83; number 19, C, carries -0.44; number 20, H, carries 0.07; number 21, H, carries 0.09; number 22, H, carries 0.12; number 23, H, carries 0.07; number 24, H, carries 0.08; number 25, C, carries -0.21; number 26, H, carries 0.11; number 27, C, carries -0.15; number 28, C, carries -0.17; number 29, H, carries 0.10; number 30, C, carries -0.60; number 31, H, carries 0.07; number 32, C, carries -0.58; number 33, N, carries -0.04; number 34, H, carries 0.11; number 35, C, carries -0.03; number 36, O, carries -0.11; number 37, C, carries -0.20; number 38, C, carries -0.02; number 39, C, carries -0.20; number 40, H, carries 0.11; number 41, H, carries 0.10; number 42, C, carries -0.24; number 43, H, carries 0.10; number 44, H, carries 0.12; number 45, C, carries -0.16; number 46, H, carries 0.12; number 47, C, carries -0.01; number 48, H, carries 0.12; number 49, H, carries 0.12; number 50, O, carries -0.08; number 51, N, carries 0.05; number 52, C, carries -0.12; number 53, C, carries -0.10; number 54, H, carries 0.12; number 55, C, carries -0.05; number 56, N, carries -0.10; number 57, H, carries 0.10; number 58, N, carries -0.20; number 59, C, carries -0.68; number 60, H, carries 0.15; number 61, H, carries 0.09; number 62, H, carries 0.11; number 63, C, carries -0.55; number 64, C, carries -0.03; number 65, H, carries 0.12; number 66, H, carries 0.09; number 67, C, carries -0.26; number 68, C, carries -0.14; number 69, H, carries 0.08; number 70, Y, carries 1.69; number 71, H, carries 0.08; number 72, C, carries -0.11; number 73, H, carries 0.11; number 74, H, carries 0.10; number 75, C, carries -0.66; number 76, C, carries -0.11; number 77, H, carries 0.11; number 78, C, carries -0.27; number 79, C, carries -0.22; number 80, O, carries -0.16; number 81, H, carries 0.11; number 82, H, carries 0.06; number 83, H, carries 0.13; number 84, S, carries 0.99; number 85, C, carries -0.11; number 86, H, carries 0.14; number 87, O, carries -0.14; number 88, H, carries 0.09; number 89, N, carries -0.13; number 90, O, carries -0.08; number 91, C, carries -0.05; number 92, H, carries 0.07; number 93, H, carries 0.11; number 94, H, carries 0.09; number 95, C, carries -0.04

***

Entry 2:
ORCA calculation (ωB97M-V/def2-TZVPD) on a structure of composition C33H48Al2ClCs2F9N4NaO17S2.

Structure (XYZ):
```
119
Properties=species:S:1:pos:R:3
C 6.1526 2.5393 2.8078
H -9.6827 -1.4940 -3.4509
O 4.3430 1.4561 0.2121
H 7.8652 1.0066 2.8316
C -2.6350 0.8221 2.3913
C 3.4197 2.9661 2.9033
C -2.9649 0.8166 0.7676
H 5.4862 10.2063 -2.0233
C -4.8256 -1.1198 0.6506
H 4.9408 2.7098 -1.4869
O 1.5134 9.4387 -4.2938
O -2.3338 -6.4678 -2.4449
H -8.1466 -1.0568 -2.7585
C 4.3327 2.7633 -0.4614
O 3.5886 6.1925 -1.5522
H 6.8328 2.9344 3.6838
H 2.1171 2.6308 -1.3394
N -6.1447 -1.2245 1.4370
H 1.6995 7.0759 -3.1399
C 2.4311 1.8138 2.2017
F -4.9801 -4.6359 -1.6780
C 0.0406 0.2015 2.1021
C -1.4330 -0.3066 2.6463
O -8.9858 -0.7492 -0.4503
O -1.9219 -8.4358 -3.3292
H 3.9562 -3.8427 2.7549
H -1.5653 -10.2765 -4.1528
C 6.9840 1.3002 2.0986
C 0.9453 1.3951 2.8455
O 3.1774 -0.8165 -2.2690
Al -1.4390 6.0648 4.9774
F -6.2224 -4.3097 -4.3237
H -2.2816 -0.0035 0.2660
H 5.4218 6.9284 -0.6143
C -4.5360 0.4976 0.4060
C 3.0457 1.1254 0.8210
H -2.5926 1.8581 0.3188
O -0.1582 -7.0157 -2.9404
H 4.5711 0.9436 3.1946
O 7.5694 3.2292 0.0303
H -1.0421 2.5022 4.3695
H -1.8061 -1.2787 2.0659
Cs 1.7050 -7.5255 -3.0067
H 5.9342 3.4434 2.0921
C 3.9033 -3.4836 1.6202
H -1.1933 -5.3383 -1.1192
C 3.5742 7.3187 -2.0364
O 3.6350 11.0639 -3.6688
H -11.4166 -1.2155 -0.4369
H -2.7449 -4.6391 -1.6199
C 2.0664 -3.4681 -0.4457
C 3.6320 9.9490 -3.1579
F 4.7251 -4.4721 0.8501
C 2.5221 9.0023 -3.4546
H 4.8962 3.5896 0.1791
O -11.7240 -4.7681 -4.0194
C 2.8454 3.3665 -0.7938
O -10.5537 -2.9424 -4.2608
H 2.3991 3.8556 0.1845
C 2.4990 7.7751 -2.9309
H -3.6163 0.5787 3.0238
H -5.9666 -0.7068 2.3345
H 4.7801 2.1144 4.6572
H 1.3688 -4.3592 -0.7680
S 0.3381 2.2420 4.4123
H 3.7382 3.7836 2.1152
H -6.8984 -0.7442 0.8968
H -3.9952 -1.6236 1.3241
H 1.9788 -4.6975 1.4748
N -9.1370 -1.2257 -2.6494
C -9.6561 -1.0751 -1.4168
O -1.0539 -2.1908 -0.4624
O 7.2416 0.8002 -0.7380
C -11.5770 -3.5581 -3.9408
N -10.9783 -1.3150 -1.3421
H 6.6558 -8.5312 2.1510
H -5.3080 1.1910 0.9843
H 3.1372 -3.5455 -0.9658
H 2.9098 3.4460 3.8522
F -6.2731 -2.0928 -2.3919
H -0.2821 -9.6930 -3.0758
H 3.0147 4.2778 -1.5460
H 1.7587 10.3570 -4.5409
F -7.9075 -4.4919 -1.9202
H -11.5378 -1.5839 -2.1338
F -2.4349 7.2977 5.8329
C -0.9993 -9.3925 -3.8464
C 4.6700 8.2755 -1.7179
Al -6.3458 -3.8826 -2.5785
H 1.7154 -2.8652 1.8368
C 4.6946 9.5014 -2.2444
C 4.7238 2.0925 3.4808
H -0.4815 -8.9938 -4.7247
H 4.3413 -2.3960 1.6072
O 6.4421 -8.7967 3.0581
C 0.6935 -0.4963 0.7674
F -1.1654 4.6550 6.0641
F -2.3023 5.5204 3.4935
C -1.3500 -7.2796 -2.9081
N 1.4503 -2.1613 -0.8922
Na 4.7840 -2.7256 3.8308
C -1.8755 -5.2052 -1.9651
H -1.3514 -0.6178 3.7793
F 0.1462 6.7862 4.5192
H -1.3927 -4.6391 -2.7682
H 6.7125 -9.7263 3.0998
H -2.2263 1.9189 2.6236
O -12.4287 -2.7621 -3.5290
H 6.3146 0.3257 1.9802
H -4.7216 0.7017 -0.7413
H -4.9503 -1.6956 -0.3835
Cl 9.8343 1.4357 0.6244
C 2.3299 -3.6016 1.1664
C 0.1767 -1.7031 -0.2171
C 2.1366 -0.0478 0.1247
S 7.7345 1.7289 0.4320
O 5.6639 7.8488 -0.8565
C 2.3761 -1.0016 -1.1926
Cs 2.9101 -5.3505 2.8602
```

gap between HOMO and LUMO = 0.0307 Ha
net charge = -1
2S+1 = 1
HOMO = -3.623 eV
max |F| = 14.41 eV/Å

Results of the Löwdin charge analysis, in e, for atoms 1 through 99: number 1, C, carries -0.20; number 2, H, carries 0.06; number 3, O, carries -0.17; number 4, H, carries 0.11; number 5, C, carries -0.18; number 6, C, carries -0.13; number 7, C, carries -0.22; number 8, H, carries 0.14; number 9, C, carries -0.24; number 10, H, carries 0.15; number 11, O, carries 0.08; number 12, O, carries 0.07; number 13, H, carries 0.09; number 14, C, carries -0.22; number 15, O, carries 0.08; number 16, H, carries 0.12; number 17, H, carries 0.10; number 18, N, carries -0.06; number 19, H, carries 0.14; number 20, C, carries -0.05; number 21, F, carries -0.25; number 22, C, carries -0.05; number 23, C, carries -0.18; number 24, O, carries 0.02; number 25, O, carries 0.04; number 26, H, carries -0.29; number 27, H, carries 0.11; number 28, C, carries -0.26; number 29, C, carries -0.36; number 30, O, carries -0.01; number 31, Al, carries 0.10; number 32, F, carries -0.27; number 33, H, carries 0.09; number 34, H, carries 0.11; number 35, C, carries -0.19; number 36, C, carries -0.08; number 37, H, carries 0.12; number 38, O, carries -0.74; number 39, H, carries 0.09; number 40, O, carries -0.43; number 41, H, carries -0.09; number 42, H, carries 0.11; number 43, Cs, carries 1.48; number 44, H, carries 0.10; number 45, C, carries -0.46; number 46, H, carries 0.09; number 47, C, carries -0.28; number 48, O, carries 0.10; number 49, H, carries 0.11; number 50, H, carries 0.09; number 51, C, carries -0.12; number 52, C, carries -0.31; number 53, F, carries -0.18; number 54, C, carries -0.21; number 55, H, carries 0.10; number 56, O, carries 0.23; number 57, C, carries -0.09; number 58, O, carries 0.25; number 59, H, carries 0.09; number 60, C, carries 0.09; number 61, H, carries 0.13; number 62, H, carries 0.05; number 63, H, carries 0.12; number 64, H, carries 0.12; number 65, S, carries 0.73; number 66, H, carries 0.11; number 67, H, carries 0.04; number 68, H, carries 0.10; number 69, H, carries -0.18; number 70, N, carries 0.17; number 71, C, carries -0.70; number 72, O, carries 0.00; number 73, O, carries -0.42; number 74, C, carries -0.93; number 75, N, carries 0.16; number 76, H, carries 0.03; number 77, H, carries 0.12; number 78, H, carries 0.15; number 79, H, carries 0.11; number 80, F, carries -0.24; number 81, H, carries 0.07; number 82, H, carries 0.07; number 83, H, carries 0.12; number 84, F, carries -0.26; number 85, H, carries 0.05; number 86, F, carries -0.27; number 87, C, carries -0.06; number 88, C, carries -0.20; number 89, Al, carries 0.11; number 90, H, carries 0.13; number 91, C, carries 0.08; number 92, C, carries -0.18; number 93, H, carries 0.10; number 94, H, carries 0.13; number 95, O, carries -0.07; number 96, C, carries 0.02; number 97, F, carries -0.28; number 98, F, carries -0.27; number 99, C, carries -0.52

***

Question: What is the net charge in the first record?
Answer: +1